Molecular formula: C32H36CdN6O12SSe2
Method: DFT, ωB97M-V/def2-TZVPD

Geometry as XYZ:
```
90
Properties=species:S:1:pos:R:3
Cd -1.02 -0.86 1.33
O -1.59 -3.86 -4.04
C -1.52 -3.45 -2.74
C -2.51 -2.65 -2.19
C -2.36 -2.22 -0.88
N -1.30 -2.55 -0.14
C -0.39 -3.40 -0.64
C -0.47 -3.86 -1.95
C 0.68 -4.04 0.29
O 1.45 -4.84 -0.26
O 0.62 -3.72 1.50
C -3.50 -1.47 -0.19
O -4.58 -1.44 -0.79
O -3.25 -0.97 0.95
H -2.39 -3.47 -4.42
H -3.39 -2.36 -2.74
H 0.29 -4.54 -2.31
C -2.96 2.58 5.02
Se -1.63 1.15 5.21
C -2.86 -0.24 4.54
C -2.40 -1.68 4.75
Se -1.21 -2.54 3.35
C 0.40 -2.48 4.43
H -3.22 2.63 3.97
H -2.50 3.51 5.34
H -3.84 2.37 5.63
H -3.05 -0.02 3.49
H -3.77 -0.06 5.11
H -3.29 -2.30 4.76
H -1.89 -1.77 5.71
H 0.26 -3.14 5.29
H 0.60 -1.46 4.74
H 1.19 -2.86 3.79
O 2.08 0.53 4.12
C 1.68 0.38 2.96
O 0.53 0.00 2.60
C 2.66 0.66 1.82
C 2.16 0.53 0.45
C 3.09 0.93 -0.71
C 4.42 1.43 -0.26
C 4.84 1.34 1.02
C 3.95 0.94 2.08
N 5.28 1.97 -1.25
O 4.85 2.06 -2.39
O 6.41 2.36 -0.93
H 1.14 0.90 0.36
H 2.64 1.64 -1.41
H 5.85 1.65 1.25
H 4.29 0.94 3.10
C -1.94 4.62 0.83
C -3.13 3.79 0.34
C -2.71 2.60 -0.53
C -3.95 1.73 -0.91
C -5.08 2.48 -1.60
C -2.07 3.06 -1.82
O -2.36 4.09 -2.40
N -1.16 2.18 -2.32
C -0.69 0.99 -1.72
O 0.05 0.29 -2.41
N -1.01 0.77 -0.44
C -1.83 1.61 0.24
O -1.93 1.53 1.46
H -2.29 5.44 1.46
H -1.40 5.03 -0.03
H -1.26 4.00 1.41
H -3.79 4.42 -0.25
H -3.68 3.40 1.20
H -4.32 1.26 0.00
H -3.61 0.92 -1.56
H -5.62 3.12 -0.90
H -5.78 1.75 -2.00
H -4.72 3.10 -2.42
H -0.75 2.39 -3.22
C 2.10 -1.39 -4.87
C 2.97 -1.34 -3.66
C 4.18 -1.95 -3.56
C 4.94 -1.74 -2.36
N 4.53 -1.00 -1.39
C 3.22 -0.47 -1.40
S 2.16 -1.27 0.02
N 2.53 -0.56 -2.65
C 6.28 -2.39 -2.21
H 2.51 -2.07 -5.62
H 2.05 -0.39 -5.31
H 1.09 -1.69 -4.59
H 4.57 -2.58 -4.35
H 1.54 -0.34 -2.61
H 6.92 -2.14 -3.07
H 6.16 -3.47 -2.18
H 6.75 -2.05 -1.29
```

The energy above the lowest of the compared OMol25 structures with the same formula, charge and spin is 50.20 kcal/mol. As for the charge: -2. As for the spin multiplicity: 1. As for the HOMO energy: -3.043 eV.

=====

Molecular formula: C4H7NO2
Method: DFT, ωB97M-V/def2-TZVPD

Geometry as XYZ:
```
14
Properties=species:S:1:pos:R:3
O 2.01 0.23 0.26
C 0.74 0.00 0.78
C -0.29 1.10 0.60
N -1.45 0.73 0.23
C -1.44 -0.70 -0.06
C 0.01 -1.14 0.06
O 0.56 -2.11 -0.38
H 2.32 -0.63 -0.07
H 0.78 -0.23 1.86
H -0.06 2.15 0.79
H 0.72 1.34 -1.78
H -0.01 1.40 -1.85
H -1.82 -0.89 -1.07
H -2.08 -1.25 0.64
```

The energy above the lowest of the compared OMol25 structures with the same formula, charge and spin is 61.40 kcal/mol. As for the charge: 0. As for the spin multiplicity: 1. As for the HOMO energy: -9.823 eV. As for the SMILES: O=C1CN=C[C@@H]1O.[H][H].

=====

Molecular formula: C7H26NO14S
Method: DFT, ωB97M-V/def2-TZVPD

Geometry as XYZ:
```
49
Properties=species:S:1:pos:R:3
S 6.34 3.77 0.72
O 6.46 4.51 -0.58
O 5.02 3.11 0.73
O 7.48 2.86 0.92
O 6.30 4.76 1.85
O -0.18 2.44 1.26
C 1.05 2.17 0.63
O 1.17 1.04 0.06
O 2.02 2.90 0.90
H -0.53 1.57 0.93
C -3.77 -4.39 2.88
O -2.62 -4.30 2.05
C -2.94 -4.60 0.72
C -1.64 -4.50 -0.14
N -0.96 -3.27 0.17
C -1.00 -2.23 -0.89
C -0.65 -2.71 -2.30
O -1.53 -2.19 -3.28
C -0.87 -2.03 -4.51
H -4.64 -4.08 2.30
H -3.57 -3.77 3.75
H -3.92 -5.41 3.25
H -3.60 -3.88 0.22
H -3.30 -5.62 0.55
H -1.83 -4.67 -1.20
H -1.01 -5.36 0.15
H -1.09 -2.87 1.07
H -0.37 -1.36 -0.71
H -2.04 -1.87 -0.96
H -0.69 -3.80 -2.40
H 0.42 -2.51 -2.45
H -0.43 -2.98 -4.84
H -0.02 -1.35 -4.51
H -1.56 -1.67 -5.27
O 0.98 2.89 3.89
H 0.15 3.23 4.24
H 0.74 2.50 3.03
O 3.38 2.89 -1.90
H 3.62 3.70 -1.42
H 2.91 3.19 -2.69
O 0.82 5.45 2.44
H 0.16 4.81 2.15
H 0.49 6.30 2.12
O 0.57 5.16 -0.59
H 0.86 4.61 0.16
H 0.42 4.53 -1.30
O -2.23 0.73 -0.13
H -2.47 1.65 -0.03
H -1.91 0.65 -1.04
```

As for the charge: -3. As for the spin multiplicity: 1. As for the HOMO energy: 3.753 eV.

=====

Molecular formula: C5H14NP
Method: DFT, ωB97M-V/def2-TZVPD

Geometry as XYZ:
```
21
Properties=species:S:1:pos:R:3
C -4.05 1.24 -0.25
C 1.81 -0.56 -1.39
C 3.26 -0.47 0.89
C -3.39 0.02 0.39
C -2.16 -0.35 0.18
N 1.95 1.75 0.00
P 1.60 0.12 0.36
H -5.07 1.24 -0.18
H -3.54 2.21 0.03
H -3.79 1.29 -1.30
H 0.78 -0.38 -1.88
H 2.41 0.13 -1.93
H 1.96 -1.59 -1.36
H 3.11 -1.47 1.20
H 3.77 -0.51 -0.16
H 3.60 0.15 1.73
H -4.07 -0.61 1.01
H 2.23 2.23 0.86
H -1.95 -1.37 0.55
H -1.37 0.26 -0.26
H 1.13 2.42 -0.35
```

The energy above the lowest of the compared OMol25 structures with the same formula, charge and spin is 34.17 kcal/mol. As for the charge: 0. As for the spin multiplicity: 1. As for the HOMO energy: -7.864 eV. As for the SMILES: CP(C)N.C=CC.

=====

Molecular formula: C24H58FNO10S
Method: DFT, ωB97M-V/def2-TZVPD

Geometry as XYZ:
```
95
Properties=species:S:1:pos:R:3
C 2.81 -3.32 2.43
C 3.05 -1.74 2.45
C 4.43 -1.23 1.94
C 4.79 0.28 1.94
C 3.73 1.28 2.47
C 2.34 0.79 2.96
C 1.94 -0.71 2.97
C 0.49 -1.17 3.46
N -0.07 -2.14 2.47
S -1.77 -2.04 2.32
O -2.31 -0.67 2.01
O -2.15 -2.93 1.15
F -2.46 -2.76 3.67
H 2.25 -3.64 1.46
H 3.76 -3.95 2.56
H 2.09 -3.59 3.29
H 5.20 -2.00 1.55
H 5.78 0.66 1.56
H 3.94 2.40 2.52
H 1.58 1.53 3.35
H -0.14 -0.20 3.47
H 0.52 -1.54 4.54
H 0.41 -1.94 1.57
C -5.95 -1.85 -1.15
C -4.72 -2.15 -1.98
O -3.65 -1.28 -1.61
H -6.26 -0.81 -1.28
H -6.77 -2.51 -1.43
H -5.73 -1.99 -0.09
H -4.92 -1.99 -3.04
H -4.39 -3.18 -1.85
H -3.47 -1.43 -0.67
C -6.01 1.34 0.76
C -7.41 1.88 0.56
O -7.37 3.28 0.34
H -5.53 1.83 1.61
H -6.02 0.26 0.93
H -5.38 1.55 -0.12
H -8.02 1.69 1.44
H -7.89 1.40 -0.30
H -6.84 3.44 -0.45
C 5.86 4.14 -0.63
C 5.30 4.59 0.70
O 5.52 3.59 1.69
H 5.40 3.20 -0.95
H 5.69 4.89 -1.40
H 6.94 3.95 -0.55
H 4.22 4.75 0.63
H 5.77 5.52 1.03
H 6.47 3.45 1.76
C -2.06 1.84 5.48
C -1.01 2.87 5.10
O -0.06 2.30 4.21
H -1.59 0.98 5.95
H -2.80 2.27 6.16
H -2.58 1.48 4.59
H -0.48 3.22 5.99
H -1.47 3.74 4.61
H -0.53 2.00 3.42
C -7.78 -0.51 -4.23
C -7.70 -1.60 -5.28
O -7.36 -1.04 -6.55
H -8.53 0.24 -4.51
H -8.04 -0.93 -3.26
H -6.82 0.01 -4.14
H -8.66 -2.10 -5.39
H -6.94 -2.34 -5.02
H -6.50 -0.60 -6.45
C 8.87 3.59 -3.64
C 7.48 3.00 -3.79
O 6.50 4.04 -3.76
H 8.95 4.14 -2.69
H 9.63 2.81 -3.66
H 9.08 4.31 -4.44
H 7.26 2.31 -2.98
H 7.39 2.47 -4.74
H 6.69 4.64 -4.48
C 0.16 -5.98 -1.02
C 1.11 -4.79 -0.93
O 2.18 -5.09 -0.04
H -0.24 -6.22 -0.04
H -0.66 -5.76 -1.70
H 0.69 -6.86 -1.39
H 0.59 -3.92 -0.55
H 1.53 -4.55 -1.91
H 2.64 -5.86 -0.38
C 1.96 -0.44 -2.06
C 1.39 0.03 -0.73
O 1.62 -0.96 0.27
H 1.49 -1.38 -2.36
H 1.78 0.31 -2.84
H 3.03 -0.62 -1.98
H 0.31 0.19 -0.81
H 1.86 0.97 -0.42
H 2.58 -1.09 0.34
```

The energy above the lowest of the compared OMol25 structures with the same formula, charge and spin is 139.38 kcal/mol. As for the charge: 0. As for the spin multiplicity: 1. As for the HOMO energy: -8.236 eV. As for the SMILES: Cc1ccccc1CNS(=O)(=O)F.CCO.CCO.CCO.CCO.CCO.CCO.CCO.CCO.

=====

Molecular formula: C7H6
Method: DFT, ωB97M-V/def2-TZVPD

Geometry as XYZ:
```
13
Properties=species:S:1:pos:R:3
C 0.56 0.59 -1.61
C 1.56 -0.11 -0.84
C -0.73 0.28 -1.16
C -0.32 1.46 -0.44
C 0.91 -0.48 0.27
C -0.44 -0.15 0.17
C -1.45 -0.40 1.35
H 0.90 1.11 -2.57
H 2.57 -0.18 -1.05
H 1.19 -0.91 1.22
H -1.76 -1.36 1.33
H -2.18 0.41 1.08
H -0.80 -0.25 2.24
```

The energy above the lowest of the compared OMol25 structures with the same formula, charge and spin is 80.56 kcal/mol. As for the charge: 0. As for the spin multiplicity: 1. As for the HOMO energy: -9.993 eV. As for the SMILES: C[C@]12C=C[C@@H]3C1=C32.